# 1
C17H26GeN3O7STa as an isolated structure. Source: OMol25; level of theory: ωB97M-V/def2-TZVPD.

The HOMO-LUMO gap (alpha / beta) is 4.95 / 6.02 eV. Its energy relative to the best compared isomer or geometry (same formula, charge and spin) is 61.3 kcal per mole. The value obtained for the highest occupied orbital energy (alpha / beta) is -0.0863 / -0.1259 Eh. The lowest unoccupied orbital energy (alpha / beta) comes out at 2.60 / 2.59 eV.

The geometry in ORCA input format:
```
! wB97M-V def2-TZVPD RIJCOSX def2/J DEFGRID3
* xyz -1 2
H -1.5479 -0.0252 2.5967
C -0.7407 3.5575 1.4540
N -0.3286 -1.4686 -1.9162
C -2.9196 -2.7750 3.2326
C 2.6547 1.4429 1.2951
H -2.3026 -2.6088 4.1185
C -0.0047 -2.7272 -3.8889
H 0.4739 -3.2120 1.2151
C -0.7190 -1.7557 -4.5997
H 3.0589 1.1190 3.1221
O 3.4701 1.6607 2.4370
C -1.7848 4.3519 1.8085
C 2.9435 2.6362 0.3519
H -3.8446 3.8093 1.9838
C -1.2803 -0.5105 1.6459
C 0.1727 -2.5473 -2.5475
H -0.3074 -4.1493 2.5024
Ge -1.8912 -2.3273 1.5978
H -3.2360 -3.8215 3.2264
O 2.9569 0.1721 0.7503
C 1.9667 1.2838 -2.1879
N -1.2029 2.2818 1.2175
C -0.4563 -3.6879 1.5231
H 4.8376 -0.5194 1.2772
H -3.1401 1.4427 1.3094
O 1.4097 0.4842 -1.3747
C -2.4982 2.3014 1.4142
O 1.3505 1.3946 1.6297
H 1.0712 3.2115 -2.2804
O 2.4985 0.9898 -3.2610
H 3.7979 2.4314 -0.2984
O 1.8105 2.9981 -0.4157
N -2.9009 3.5414 1.7770
H 0.4173 -3.5973 -4.3687
S -1.5573 0.8776 -1.6818
C 4.2838 -0.1400 0.4123
H -3.1017 -3.7407 -0.2078
H 0.3030 3.7871 1.3438
C -1.2089 -0.6615 -3.9397
O -0.1337 -1.4214 -0.5958
C 1.9467 2.7647 -1.8036
H 4.2378 -0.9062 -0.3613
H -0.8708 -1.8588 -5.6662
H -1.7474 0.1193 -4.4569
H 4.8335 0.7154 0.0086
H -0.7011 -4.4775 0.8077
H -2.8300 -2.0757 -0.7661
Ta -0.0719 0.4804 0.3819
C -1.0060 -0.4859 -2.5572
H -3.8089 -2.1463 3.3173
H -1.8361 5.3915 2.0774
H 3.1975 3.4831 0.9917
H -4.1451 -2.4243 0.3563
C -3.1191 -2.6889 0.0889
H 0.7078 -3.2187 -1.8942
H 2.8433 3.2497 -2.2022
*
```

Here are the Mulliken charges for atoms 1 to 6, given in e: number 1, H, carries 0.54; number 2, C, carries -0.49; number 3, N, carries 0.68; number 4, C, carries -1.45; number 5, C, carries 0.89; number 6, H, carries 0.37

=====

# 2
A 3-piece molecular cluster, C4H7NO overall in a non-equilibrium geometry. Source: OMol25; level of theory: ωB97M-V/def2-TZVPD.

The HOMO-LUMO gap is 11.17 eV. Its energy relative to the best compared isomer or geometry (same formula, charge and spin) is 89.6 kcal per mole. The value obtained for the highest occupied orbital energy is -0.3673 Eh. The lowest unoccupied orbital energy comes out at 1.18 eV.

The geometry in ORCA input format:
```
! wB97M-V def2-TZVPD RIJCOSX def2/J DEFGRID3
* xyz 0 1
N -0.8791 -0.7267 -0.2181
H 1.9239 -0.5404 1.8647
C 0.8432 -0.6662 1.7312
C 0.4035 -0.1660 0.3772
O -3.0521 1.7355 -0.8683
H 0.5567 0.9008 0.1935
H 0.5634 -1.6272 -1.5984
H 0.3375 -0.1146 2.5314
H 0.9272 1.0549 -2.5915
C 0.2093 -1.0360 -0.7611
C -1.9254 1.7963 -0.9949
H 0.2964 1.3426 -2.3198
H 0.6041 -1.7283 1.8454
*
```

Here are the Mulliken charges for atoms 1 to 6, given in e: number 1, N, carries -0.47; number 2, H, carries 0.31; number 3, C, carries -1.21; number 4, C, carries 0.60; number 5, O, carries -0.18; number 6, H, carries 0.38

=====

# 3
C32H35N4O3S2SbTc as an isolated structure. Source: OMol25; level of theory: ωB97M-V/def2-TZVPD.

The HOMO-LUMO gap (alpha / beta) is 6.01 / 5.12 eV. Its energy relative to the best compared isomer or geometry (same formula, charge and spin) is 8.4 kcal per mole. The value obtained for the highest occupied orbital energy (alpha / beta) is -0.6915 / -0.6915 Eh. The lowest unoccupied orbital energy (alpha / beta) comes out at -12.81 / -13.70 eV.

The geometry in ORCA input format:
```
! wB97M-V def2-TZVPD RIJCOSX def2/J DEFGRID3
* xyz 4 4
C -2.9308 0.1130 -0.2906
H -2.9255 1.0631 5.8391
C 2.7225 0.5041 1.7380
C 2.3638 -0.0645 -1.7903
C -2.4249 3.1556 5.7680
H 0.9969 3.8477 2.0853
C 2.8791 -0.1224 -3.0333
Tc 0.0511 0.0203 0.0846
C 0.3133 3.3175 1.4212
H -0.8976 -2.0371 -3.8772
O 2.5928 4.7943 -5.0013
H 2.3518 -2.7270 2.5478
H -1.1169 -3.7929 -1.1937
C 1.4460 -3.2762 2.3003
Sb 0.7879 -2.7117 0.3707
S 4.3814 0.7458 1.5141
N 1.0098 -0.4111 -1.7373
C 2.1093 0.5202 3.1000
C -0.6319 2.3006 -2.2314
C 4.2555 0.5080 -0.1730
H 1.6677 -4.3422 2.2225
C -0.4637 2.2874 2.1708
H -2.9343 3.3811 6.6970
H -1.7823 5.1866 5.4693
C 1.4027 4.8745 -5.0232
C -4.6943 -0.9922 0.8811
H -4.9959 0.5387 -0.6151
C -1.1232 3.9002 3.8994
S 1.6813 -0.6194 -4.1484
H -0.6223 4.7066 3.3788
C -1.7765 4.1780 5.0783
H -1.3611 4.1003 -4.9849
H -0.3640 4.0638 0.9960
C 0.7192 2.6191 -2.1132
C 0.5198 -0.7456 -2.9287
H -2.4215 2.6143 -3.4257
H 3.2468 -2.6360 -0.7605
O -0.5375 1.0763 1.7213
C -1.1223 2.5836 3.3876
N -1.9892 -0.6234 0.3518
H 1.3064 2.2016 -1.3050
N 2.0915 0.2895 0.5787
H -1.7819 0.5472 3.7182
H 1.1805 -0.0448 3.1225
H 5.1266 0.5526 -0.8138
C 2.9740 0.2697 -0.5102
C 1.3269 3.4655 -3.0139
C -3.7331 -1.6995 1.5853
H 3.8877 0.1062 -3.3525
H -1.6357 -2.0161 1.8535
H -0.1890 5.7036 -5.7986
H 0.8821 2.8694 0.6150
C 0.5943 4.0190 -4.0572
C -0.7593 3.7115 -4.1723
C 2.3729 -3.2676 -0.9052
C -2.4260 1.8443 5.2820
H 0.6776 -3.1118 3.0523
H 2.0407 -3.2385 -1.9420
C -0.7619 -4.0376 -0.1942
H -4.0090 -2.4140 2.3499
C -4.2785 -0.0599 -0.0665
C -2.4303 1.1421 -1.1992
O 0.7719 5.6587 -5.8945
H -1.4481 -0.3838 -3.6710
H -0.2981 -5.0269 -0.2025
H 1.8990 1.5430 3.4242
H -3.1603 1.6950 -1.7874
C -1.3741 2.8519 -3.2711
C -1.7871 1.5594 4.1016
H 2.3798 3.7131 -2.9442
C -2.3968 -1.4875 1.2977
C -0.8812 -1.1869 -3.1941
H -5.7494 -1.1467 1.0767
H -1.3823 -1.4739 -2.2689
N -1.1779 1.3736 -1.2826
H 2.7999 0.0967 3.8294
H -1.5837 -4.0268 0.5167
H 2.6131 -4.2954 -0.6251
*
```

Here are the Mulliken charges for atoms 1 to 6, given in e: number 1, C, carries 0.43; number 2, H, carries 0.47; number 3, C, carries -0.22; number 4, C, carries -0.91; number 5, C, carries -0.39; number 6, H, carries 0.59

=====

# 4
A 8-piece molecular cluster, H16O8 overall in a non-equilibrium geometry. Source: OMol25; level of theory: ωB97M-V/def2-TZVPD.

The HOMO-LUMO gap is 10.69 eV. Its energy relative to the best compared isomer or geometry (same formula, charge and spin) is 87.6 kcal per mole. The structure (SMILES) is O.O.O.O.O.O.O.O. The value obtained for the highest occupied orbital energy is -0.3849 Eh. The lowest unoccupied orbital energy comes out at 0.22 eV.

The geometry in ORCA input format:
```
! wB97M-V def2-TZVPD RIJCOSX def2/J DEFGRID3
* xyz 0 1
O 3.1271 -2.2962 -1.7622
O -3.2592 0.6583 0.0815
H -4.6571 -1.8741 1.5030
H 1.4385 5.4373 0.2022
H 4.0715 -2.2260 -1.5407
O -0.4460 1.0744 0.1258
H 0.1348 -1.8781 0.2401
H 3.4294 -1.8219 2.6248
H -2.5367 1.2748 -0.0545
H -4.0583 -0.5564 1.3358
H 0.9180 4.0941 -0.5159
H 0.0743 0.7200 -2.9908
H -3.9371 0.8238 -0.4951
H -0.3950 -0.3674 -2.2436
O -0.3362 -2.2723 -0.4974
H 0.2889 1.1049 0.8212
O 1.6039 4.4775 0.0997
H 0.2912 -3.0260 -0.7129
H 2.8432 -1.0915 3.7895
H 2.6773 -1.9287 -1.0446
O -4.2853 -1.3730 0.8618
O 0.0205 0.4281 -2.0536
O 3.1648 -0.9410 2.8816
H -0.1725 1.5594 -0.6556
*
```

Here are the Mulliken charges for atoms 1 to 6, given in e: number 1, O, carries -0.61; number 2, O, carries -0.60; number 3, H, carries 0.26; number 4, H, carries 0.32; number 5, H, carries 0.32; number 6, O, carries -0.62

=====

# 5
An isolated ion of composition CH3N2O3S and charge -1 in a non-equilibrium geometry. Source: OMol25; level of theory: ωB97M-V/def2-TZVPD.

The HOMO-LUMO gap is 8.14 eV. Its energy relative to the best compared isomer or geometry (same formula, charge and spin) is 44.5 kcal per mole. The value obtained for the highest occupied orbital energy is -0.1490 Eh. The lowest unoccupied orbital energy comes out at 4.09 eV.

The geometry in ORCA input format:
```
! wB97M-V def2-TZVPD RIJCOSX def2/J DEFGRID3
* xyz -1 1
H -0.2853 1.6468 -0.5471
N -1.0985 -0.0768 0.0261
C -0.0294 0.6783 -0.2521
H -0.7774 -0.9485 0.4503
O 2.1339 0.4059 1.1727
N -2.3464 0.1503 0.0721
H -2.7823 -0.7558 0.3639
O 1.2620 -1.4366 0.0244
O 2.3175 0.3832 -1.2435
S 1.6059 -0.0469 -0.0668
*
```

Here are the Mulliken charges for atoms 1 to 6, given in e: number 1, H, carries 0.45; number 2, N, carries 0.58; number 3, C, carries -0.35; number 4, H, carries 0.24; number 5, O, carries -0.66; number 6, N, carries -1.19

=====

# 6
A 2-piece molecular cluster, C25H35BrCl2N5O4S overall in a non-equilibrium geometry. Source: OMol25; level of theory: ωB97M-V/def2-TZVPD.

The HOMO-LUMO gap is 7.02 eV. The value obtained for the highest occupied orbital energy is -0.4008 Eh. The lowest unoccupied orbital energy comes out at -3.88 eV.

The geometry in ORCA input format:
```
! wB97M-V def2-TZVPD RIJCOSX def2/J DEFGRID3
* xyz 1 1
N -1.0496 3.5969 1.0275
C -2.0752 2.6466 0.9549
O -1.9200 1.8739 -1.4202
H -1.2512 -1.0471 3.1485
Cl -4.4626 0.5104 2.6506
H -1.3414 -0.2464 -0.5105
H 0.6732 -2.6756 -0.0622
C -0.6586 0.9532 2.2954
C -0.5969 5.0513 -1.0466
H -2.2925 5.2316 0.2994
O 0.0526 -3.6886 -3.7058
H -1.7969 1.3944 -2.2606
N 0.9125 -5.8059 -3.7342
H 5.9285 -0.7011 -1.0832
H 1.5824 -7.4979 -2.7227
H -2.9986 3.5552 -2.7821
C -1.2124 4.9334 0.4283
N 3.7214 -0.6259 -1.3750
C -1.9096 1.3108 1.5904
H 1.7355 -2.9697 2.7414
H -0.1180 -3.1105 2.7868
H 3.5654 4.0641 0.8679
N 3.7176 3.8436 1.8599
H -4.1942 2.2324 -3.2157
C 0.1751 3.3005 1.6727
H 0.1998 -0.2358 3.9441
Br 0.6419 3.7557 -1.8263
C 0.7661 -2.7258 2.2123
Cl -4.4771 -1.9696 0.7898
H 2.4335 -7.1319 -4.2468
H -3.7560 3.9346 0.1125
H 3.4436 2.8615 4.2166
C -3.0702 -0.8549 0.7489
C -3.8744 2.9447 -2.4067
C 3.3577 -2.4906 -0.3747
C -3.4330 2.8706 0.2209
C -0.2087 -6.3375 -4.4879
H 1.7428 -0.6683 2.1905
H -1.1303 -6.1737 -3.9257
H -4.2665 2.3477 0.7813
N 2.7021 -1.4788 -1.0283
C 1.9874 -6.6992 -3.3485
H 0.9320 5.3070 2.1819
H -0.2841 -5.8101 -5.4408
H 2.7559 -6.1638 -2.7908
H 0.4350 -0.8667 0.9716
C 0.9075 -3.4084 0.7678
H 1.6611 3.2819 4.4092
C 0.4115 2.0136 2.3218
H 0.1888 -4.2665 0.6351
O 4.7132 -2.3334 -0.3184
H 1.8159 -4.1896 -2.8420
H -0.7752 5.7603 1.0629
H 1.5845 4.6480 0.6397
H -1.2393 -1.9276 0.3057
H -2.3490 -1.7169 -1.1166
O -0.9752 5.9948 -1.6738
C 1.3278 4.3560 1.6968
H -0.0745 -7.4030 -4.6687
H 1.3611 1.7239 2.8236
C -3.0384 0.2463 1.5567
C 0.9214 -4.4903 -3.4136
C -3.3429 2.0955 -1.1849
C -0.3469 -0.4124 2.9679
S 2.6423 -3.9702 0.4187
H -4.6832 3.6618 -2.1016
C 2.6077 3.9406 2.5048
H -3.7906 1.0570 -1.1213
C 2.6565 3.6535 4.0451
C -1.8939 -1.1854 -0.2407
C 0.7357 -1.1525 2.0249
H 2.9874 4.5930 4.5791
C 4.9029 -1.1150 -0.9771
*
```

Here are the Mulliken charges for atoms 1 to 6, given in e: number 1, N, carries 0.14; number 2, C, carries 0.93; number 3, O, carries -0.54; number 4, H, carries 0.48; number 5, Cl, carries -0.13; number 6, H, carries 0.21

=====

# 7
A 5-piece molecular cluster, C4H15NO7 overall in a non-equilibrium geometry. Source: OMol25; level of theory: ωB97M-V/def2-TZVPD.

The HOMO-LUMO gap is 10.80 eV. Its energy relative to the best compared isomer or geometry (same formula, charge and spin) is 55.7 kcal per mole. The structure (SMILES) is C[C@@H](NC=O)C(=O)O.O.O.O.O. The value obtained for the highest occupied orbital energy is -0.3776 Eh. The lowest unoccupied orbital energy comes out at 0.52 eV.

The geometry in ORCA input format:
```
! wB97M-V def2-TZVPD RIJCOSX def2/J DEFGRID3
* xyz 0 1
C -1.0221 0.2769 2.1465
O -0.8536 -2.1044 -2.2246
H 1.3797 1.0915 -2.7161
H 2.0825 2.4906 0.8897
H -1.6051 -0.1726 2.9548
O -1.7672 -2.1990 0.7715
H 2.1020 1.5602 2.1992
H -0.6840 2.6861 -0.6644
O 1.2190 -2.5871 0.0558
H 1.3289 -0.5546 0.3772
H 0.4745 -2.7360 0.6408
H -0.6282 -2.4672 -1.3631
O -1.6815 0.8001 1.2633
C 0.1691 1.0338 -0.3244
H 3.2150 1.0146 0.9462
O 0.1120 2.3654 -0.2225
O -0.4644 0.4104 -1.1285
H -0.9335 -1.1550 -2.0666
H 1.2140 -3.0902 -0.7593
H -2.0403 -1.2697 0.8657
H -2.3797 -2.4258 0.0579
O 0.6304 1.5508 -3.0905
C 1.1153 0.4419 0.7727
H -0.1242 1.0005 -3.2926
H 0.8581 0.0194 2.8322
C 2.2358 1.4365 1.1025
N 0.3078 0.0201 1.9861
*
```

Here are the Mulliken charges for atoms 1 to 6, given in e: number 1, C, carries -0.23; number 2, O, carries -0.67; number 3, H, carries 0.32; number 4, H, carries 0.36; number 5, H, carries 0.47; number 6, O, carries -0.61

=====

# 8
The molecule CH3Cl2OPS in a non-equilibrium geometry. Source: OMol25; level of theory: ωB97M-V/def2-TZVPD.

The HOMO-LUMO gap is 9.47 eV. Its energy relative to the best compared isomer or geometry (same formula, charge and spin) is 22.3 kcal per mole. The structure (SMILES) is COP(=S)(Cl)Cl. The value obtained for the highest occupied orbital energy is -0.3475 Eh. The lowest unoccupied orbital energy comes out at 0.01 eV.

The geometry in ORCA input format:
```
! wB97M-V def2-TZVPD RIJCOSX def2/J DEFGRID3
* xyz 0 1
H 0.0870 -0.7323 2.1232
Cl -2.0664 -1.0115 -1.8067
O -0.7452 0.0334 0.3557
P -0.4385 0.0030 -1.2135
H 1.3691 -0.3582 0.8467
Cl -0.8327 1.8855 -1.7081
C 0.3813 -0.1014 1.3268
S 1.4491 -0.6175 -1.6432
H 0.7963 0.8990 1.7192
*
```

Here are the Mulliken charges for atoms 1 to 6, given in e: number 1, H, carries 0.26; number 2, Cl, carries -0.17; number 3, O, carries -0.31; number 4, P, carries 0.84; number 5, H, carries 0.24; number 6, Cl, carries -0.16

=====

- Number 1 is which compound?
  C17H26GeN3O7STa